[1]
Below is C38H53BMgN4Sb as an isolated structure, with properties calculated with ωB97M-V/def2-TZVPD.

Geometry (Å):
1 Mg -0.07831 1.18784 0.08853
2 N 3.02542 2.04754 1.34065
3 C 3.01901 3.30725 0.76832
4 C 4.22045 3.96885 0.67587
5 C 4.31123 5.29428 0.23114
6 C 3.19034 5.98547 -0.10628
7 C 1.93747 5.34366 -0.05393
8 C 0.76674 6.04782 -0.41199
9 C -0.44263 5.43339 -0.38191
10 C -0.48201 4.08475 -0.03317
11 N 0.57726 3.36056 0.29318
12 C 1.82238 3.98310 0.34433
13 H 3.87550 1.51479 1.30481
14 H 2.20544 1.52249 1.41260
15 H 5.12294 3.45166 0.99146
16 H 5.28215 5.77143 0.18645
17 H 3.24282 7.02057 -0.42087
18 H 0.85488 7.08560 -0.71024
19 H -1.35729 5.94641 -0.64304
20 H -1.43954 3.57999 -0.03635
21 C -5.83534 2.35303 -1.22495
22 Sb -3.71496 2.62542 -1.27327
23 C -3.26903 0.66408 -2.03466
24 C -3.46541 2.08881 0.81642
25 H -6.08111 1.43703 -0.68577
26 H -6.22890 2.29688 -2.24209
27 H -6.29154 3.20824 -0.72139
28 H -3.77788 -0.10155 -1.44638
29 H -2.19613 0.46707 -2.02920
30 H -3.61267 0.61483 -3.07077
31 H -4.03685 1.18186 1.01836
32 H -3.84910 2.90228 1.43644
33 H -2.42483 1.91301 1.11719
34 C 4.11716 -0.58385 -1.82059
35 C 2.65389 -0.13301 -1.75143
36 C 2.53709 1.37781 -1.97804
37 C 1.78590 -0.89482 -2.74374
38 C 2.09888 -0.79712 -4.09650
39 C 1.38749 -1.49944 -5.05166
40 C 0.32231 -2.29230 -4.66090
41 C -0.05444 -2.39607 -3.32705
42 C -1.28874 -3.23146 -2.99671
43 C -1.05174 -4.72013 -3.27492
44 C -2.51134 -2.75663 -3.79084
45 C 0.70621 -1.70487 -2.36278
46 N 0.39950 -1.86447 -0.96836
47 B 0.08030 -0.90726 0.06248
48 N -0.15972 -1.70207 1.23504
49 C 0.05819 -3.04549 0.91362
50 C 0.39483 -3.13994 -0.38890
51 C -0.36298 -1.24534 2.58733
52 C 0.74670 -1.14339 3.46596
53 C 0.54404 -0.60909 4.72975
54 C -0.70758 -0.16312 5.12444
55 C -1.78405 -0.31703 4.27825
56 C -1.65518 -0.89359 3.00933
57 C -2.99240 -1.18161 2.30260
58 C -3.67772 -2.33716 3.05538
59 C -3.01255 -1.51019 0.80703
60 C 2.14007 -1.63665 3.10843
61 C 2.35915 -3.05997 3.63589
62 C 3.24730 -0.73117 3.66647
63 H 4.70332 -0.11688 -1.02220
64 H 4.57320 -0.30656 -2.77646
65 H 4.19455 -1.66891 -1.71339
66 H 2.30277 -0.35399 -0.75070
67 H 2.84145 1.64456 -2.99119
68 H 3.16925 1.93629 -1.28401
69 H 1.50019 1.72694 -1.86488
70 H 2.93769 -0.18188 -4.40666
71 H 1.66145 -1.42701 -6.09961
72 H -0.23406 -2.83992 -5.41362
73 H -1.52163 -3.11045 -1.94286
74 H -0.94582 -4.89725 -4.34981
75 H -1.89566 -5.31509 -2.91648
76 H -0.14507 -5.09057 -2.79197
77 H -2.38351 -2.93491 -4.86260
78 H -2.68259 -1.69340 -3.64335
79 H -3.40594 -3.29910 -3.46758
80 H -0.08053 -3.83472 1.63627
81 H 0.63219 -4.02515 -0.96072
82 H 1.37819 -0.53110 5.41974
83 H -0.84225 0.29212 6.09893
84 H -2.77083 -0.00391 4.60604
85 H -3.60496 -0.28596 2.44455
86 H -3.05701 -3.23849 3.00203
87 H -4.64850 -2.56344 2.60589
88 H -3.83758 -2.10212 4.10854
89 H -2.50964 -2.45437 0.59076
90 H -2.55537 -0.73474 0.19457
91 H -4.05541 -1.62021 0.49322
92 H 2.23272 -1.65923 2.02452
93 H 2.26980 -3.07536 4.72783
94 H 3.35721 -3.41698 3.36621
95 H 1.62905 -3.76125 3.22902
96 H 3.40413 -0.90366 4.73580
97 H 3.00293 0.32184 3.54134
98 H 4.19521 -0.94414 3.16374

Cartesian forces (eV/Å) of the 3 atoms listed first:
0.376 1.801 0.065
0.545 0.801 -0.314
-0.297 -0.163 0.289

Summary:
Energy relative to the best compared isomer or geometry (same formula, charge and spin) ... 2.150 eV
E_LUMO ... -3.15 eV
Frontier orbital gap ... 0.2632 Eh
Charge ... +1
Multiplicity ... 1
HOMO energy ... -10.31 eV
Largest force on an atom ... 1.84 eV Å⁻¹

---

[2]
Below is one molecule with the formula C4H12N2S, with properties calculated with ωB97M-V/def2-TZVPD.

Geometry (Å):
1 C 2.41078 -1.56117 -0.90579
2 N 1.42246 -1.51980 0.17333
3 C 0.01261 -1.27166 -0.27365
4 C -0.13433 0.13604 -0.84135
5 N -1.46793 0.20393 -1.45567
6 C -0.00354 1.25397 0.19555
7 S -1.15788 1.42572 1.58617
8 H 2.22625 -2.51629 -1.44017
9 H 3.46333 -1.44259 -0.67119
10 H 2.28280 -0.67818 -1.54639
11 H 1.35804 -2.46541 0.53040
12 H -0.18006 -2.04277 -1.02714
13 H -0.47854 -1.25443 0.70295
14 H 0.55924 0.36399 -1.65686
15 H -2.20147 -0.31720 -1.03556
16 H -1.71619 0.81433 -2.20132
17 H 1.03922 1.21917 0.51298
18 H 0.04008 2.22312 -0.31522
19 H -0.74468 0.33623 2.26352

Cartesian forces (eV/Å) of the 3 atoms listed first:
-0.981 -0.038 -0.869
0.237 0.279 0.490
2.721 0.839 0.268

Summary:
Energy relative to the best compared isomer or geometry (same formula, charge and spin) ... 1.154 eV
E_LUMO ... 0.94 eV
Frontier orbital gap ... 0.3531 Eh
Charge ... 0
Multiplicity ... 1
HOMO energy ... -8.66 eV
Largest force on an atom ... 2.86 eV Å⁻¹
SMILES string ... CNC[C@@H](N)CS

---

[3]
Below is one molecule with the formula C8H14, with properties calculated with ωB97M-V/def2-TZVPD.

Geometry (Å):
1 C -0.88357 -0.16527 1.39536
2 C -0.29713 -0.34749 0.18870
3 C -0.76537 -1.50403 -0.66632
4 C -1.50601 -2.69167 -0.05672
5 C 0.80925 0.50568 -0.25720
6 C 1.53719 0.04469 -1.51314
7 C 1.18972 1.64891 0.40242
8 C 0.17746 2.73556 0.64421
9 H -1.69985 -0.74818 1.79822
10 H -0.64091 0.68095 2.01611
11 H -1.47253 -1.00817 -1.35471
12 H -0.00747 -1.90881 -1.32526
13 H -2.28493 -3.04611 -0.74577
14 H -2.09156 -2.34581 0.78364
15 H -0.80166 -3.50578 0.14978
16 H 0.88240 -0.21432 -2.34166
17 H 2.30142 0.81608 -1.70787
18 H 2.15753 -0.81828 -1.22531
19 H 2.13253 1.86390 0.90476
20 H 0.39752 3.63802 0.05916
21 H 0.02259 3.00305 1.68797
22 H -0.76625 2.39069 0.16495

Cartesian forces (eV/Å) of the 3 atoms listed first:
0.139 0.362 -0.441
-1.273 -0.100 1.216
-0.808 0.451 -1.230

Summary:
Energy relative to the best compared isomer or geometry (same formula, charge and spin) ... 3.228 eV
E_LUMO ... 0.30 eV
Frontier orbital gap ... 0.2777 Eh
Charge ... 0
Multiplicity ... 1
HOMO energy ... -7.26 eV
Largest force on an atom ... 3.23 eV Å⁻¹
SMILES string ... C=C(CC)/C(C)=C\C

---

[4]
Below is a 2-piece molecular cluster, C21H32BrN6O overall, with properties calculated with ωB97M-V/def2-TZVPD.

Geometry (Å):
1 C 1.52163 3.62863 3.24225
2 N 0.48281 2.74910 3.81740
3 C 0.74293 1.35736 3.72814
4 N 0.06323 0.72036 2.57916
5 N 0.14409 -0.64079 2.49245
6 C -0.45998 -0.99287 1.34557
7 N -0.58863 -2.24589 0.90701
8 Br 0.02144 -3.60283 2.00098
9 C -1.24867 -2.61897 -0.34592
10 C -0.65953 -1.98793 -1.58316
11 C 0.62049 -1.44134 -1.60957
12 C 1.12448 -0.88379 -2.77988
13 C 0.36319 -0.86265 -3.94987
14 C -0.90512 -1.43468 -3.93182
15 C -1.42663 -2.00186 -2.76444
16 C -2.79565 -2.62759 -2.80128
17 N -0.92210 0.08376 0.72591
18 C -0.60731 1.12044 1.49107
19 C -0.97952 2.50708 1.14300
20 C -2.18588 3.02716 1.91930
21 C -3.49114 2.31008 1.49919
22 C -4.09457 1.45776 2.61874
23 O -4.52175 0.19745 2.11366
24 C -4.02118 -0.89744 2.85531
25 H 1.06198 4.47307 2.74069
26 H 2.19256 3.99188 4.01396
27 H 2.10078 3.08181 2.50639
28 H 0.29773 3.01175 4.77130
29 H 0.37028 0.85609 4.61989
30 H 1.80911 1.12887 3.65314
31 H 0.60252 -1.20508 3.18833
32 H -1.14228 -3.69482 -0.44714
33 H -2.31421 -2.42731 -0.26377
34 H 1.24114 -1.45487 -0.72607
35 H 2.11263 -0.44921 -2.78991
36 H 0.76024 -0.41290 -4.84363
37 H -1.51486 -1.44525 -4.82157
38 H -2.72695 -3.67705 -2.50964
39 H -3.48384 -2.15077 -2.10874
40 H -3.20024 -2.62186 -3.80399
41 H -1.24865 2.50101 0.09194
42 H -0.11041 3.15378 1.22720
43 H -2.06140 2.91046 2.98899
44 H -2.26386 4.09446 1.74094
45 H -4.21102 3.08202 1.24472
46 H -3.34522 1.70526 0.61011
47 H -4.94839 1.97735 3.05149
48 H -3.38124 1.30522 3.43013
49 H -2.92722 -0.92094 2.82562
50 H -4.36742 -0.85352 3.88722
51 H -4.40960 -1.79839 2.39426
52 N 5.82254 -2.24387 -4.11390
53 C 6.98690 -1.52673 -4.15347
54 C 6.66160 -0.19745 -4.17005
55 C 5.24304 -0.10903 -4.14148
56 C 4.75541 -1.38844 -4.10533
57 H 5.76140 -3.24461 -4.09910
58 H 7.94264 -2.02122 -4.16788
59 H 7.36076 0.62068 -4.20467
60 H 4.65104 0.79125 -4.15090
61 H 3.74587 -1.76217 -4.07830

Cartesian forces (eV/Å) of the 3 atoms listed first:
-0.390 -0.217 0.185
0.402 0.109 -0.305
0.053 0.275 0.547

Summary:
E_LUMO ... -3.18 eV
Frontier orbital gap ... 0.2463 Eh
Charge ... +1
Multiplicity ... 1
HOMO energy ... -9.89 eV
Largest force on an atom ... 0.83 eV Å⁻¹

---

[5]
Below is an isolated ion of composition C7H12N3S and charge +1, with properties calculated with ωB97M-V/def2-TZVPD.

Geometry (Å):
1 C -2.51267 -0.88027 0.00428
2 C -1.37782 -0.83285 0.48896
3 C 1.88151 1.15164 0.88107
4 C 2.94205 0.60906 -0.09780
5 C 1.42755 -1.57542 -0.87722
6 C 0.39345 0.83283 0.63095
7 C -3.86542 -1.37332 -0.04691
8 N -0.48318 2.29943 -0.98398
9 N -0.02081 1.17525 -0.76864
10 N -0.10920 -0.57213 0.84259
11 S 2.86583 -1.21325 -0.18834
12 H 1.98319 0.71300 1.95102
13 H 2.12302 2.14056 0.77111
14 H 2.73446 1.11213 -1.15597
15 H 3.81930 0.96360 0.37609
16 H 1.01932 -2.54814 -0.99577
17 H 0.68118 -0.89635 -1.47020
18 H -0.29227 1.58591 1.11363
19 H -4.68761 -0.63680 0.37858
20 H -4.10743 -1.46273 -1.01831
21 H -4.00908 -2.26545 0.44987
22 H -0.66280 2.46267 -2.02834
23 H 0.25743 -0.78936 1.74333

Cartesian forces (eV/Å) of the 3 atoms listed first:
3.163 -0.669 2.757
-2.906 0.451 -1.027
-1.335 -4.504 1.322

Summary:
Energy relative to the best compared isomer or geometry (same formula, charge and spin) ... 6.947 eV
E_LUMO (spin up / spin down) ... -5.47 / -5.47 eV
Frontier orbital gap (spin up / spin down) ... 0.2400 / 0.2400 Eh
Charge ... +1
Multiplicity ... 1
HOMO energy (spin up / spin down) ... -12.00 / -12.00 eV
Largest force on an atom ... 4.88 eV Å⁻¹

---

[6]
Below is C3H5BiO3 as an isolated structure, with properties calculated with ωB97M-V/def2-TZVPD.

Geometry (Å):
1 H 0.10939 -1.42177 -1.34110
2 C 0.54437 -0.41042 -1.45998
3 C 1.31547 0.02572 -0.22180
4 O 0.57433 -0.23089 1.00512
5 C -0.63576 0.19373 1.12059
6 O -1.07529 -0.16352 2.30313
7 Bi -1.86666 1.25585 -0.72389
8 O -0.28386 0.69616 -1.70832
9 H 1.30677 -0.47611 -2.26094
10 H 1.14561 1.21135 -0.50545
11 H 2.23496 -0.56034 -0.11415
12 H -1.92998 0.25076 2.47206

Cartesian forces (eV/Å) of the 3 atoms listed first:
-0.457 0.639 -0.176
1.465 -0.448 0.473
-1.184 1.821 -1.599

Summary:
Energy relative to the best compared isomer or geometry (same formula, charge and spin) ... 0.000 eV
E_LUMO (spin up / spin down) ... -4.93 / -6.21 eV
Frontier orbital gap (spin up / spin down) ... 0.2894 / 0.3196 Eh
Charge ... +1
Multiplicity ... 2
HOMO energy (spin up / spin down) ... -12.80 / -14.90 eV
Largest force on an atom ... 3.77 eV Å⁻¹

---

Molecular weight for every record listed, in sequence, given in g/mol: 722.7 120.2 110.2 464.4 170.3 298.0.
Electronic energy for every record listed, in sequence, given in Eh: -2163.8754 -667.2525 -313.0988 -3796.8936 -835.8922 -557.2752.